1.
{
  "formula": "C6H4O",
  "method": "ωB97M-V/def2-TZVPD",
  "homo_lumo_gap_ev": [6.62, 6.63],
  "e_homo_ev": [-7.503, -7.506],
  "total_charge": 0,
  "spin_multiplicity": 1,
  "lumo_energy_ev": [-0.882, -0.880],
  "species": ["C", "C", "C", "C", "C", "C", "O", "H", "H", "H", "H"],
  "xyz": [[3.680522, 0.263880, 0.073945], [2.520792, -0.120441, 0.108369], [1.276296, -0.725933, 0.270115], [0.081198, -0.113511, -0.035366], [-1.256032, -0.296020, 0.221830], [-2.608763, -0.064558, -0.221577], [-2.155852, -0.373669, 1.165496], [4.710452, 0.563028, 0.050779], [-0.080751, 0.835563, -0.581008], [-3.160981, -0.899842, -0.649844], [-3.006885, 0.931498, -0.402741]],
  "forces_ev_per_angstrom": [[-0.438, -0.112, -0.045], [0.121, 0.036, 0.040], [-0.303, 0.301, 0.314], [0.023, 0.271, 0.075], [-0.150, 0.080, 0.206], [-0.135, 0.059, -0.162], [0.222, -0.602, 0.140], [-0.392, -0.080, 0.001], [0.774, -0.048, -0.819], [0.170, 0.214, -0.058], [0.110, -0.118, 0.309]]
}

2.
{
  "formula": "C6H4O3S2",
  "method": "ωB97M-V/def2-TZVPD",
  "homo_lumo_gap_ev": [6.63, 6.45],
  "e_homo_ev": [-9.270, -9.223],
  "total_charge": 0,
  "spin_multiplicity": 1,
  "lumo_energy_ev": [-2.642, -2.771],
  "species": ["C", "C", "C", "C", "C", "C", "O", "O", "O", "S", "S", "H", "H", "H", "H"],
  "xyz": [[1.804263, 0.856014, 0.042474], [2.122873, -0.476906, -0.348968], [0.469580, 1.092110, 0.401160], [1.114244, -1.427086, -0.353680], [-0.435383, 0.080975, 0.764181], [-0.178126, -1.187493, 0.267964], [-3.985729, 1.069064, 0.276318], [-2.082855, 0.819639, -1.359357], [-1.659460, 0.547455, 1.175783], [-1.427973, -2.334117, 0.054429], [-2.768940, 0.412312, -0.119380], [2.465551, 1.602924, -0.173432], [3.194883, -0.622014, -0.545736], [0.096164, 2.070340, 0.693148], [1.270903, -2.503220, -0.774902]],
  "forces_ev_per_angstrom": [[-3.445, -2.949, -0.377], [0.024, 0.654, 0.780], [0.810, 0.601, 1.815], [0.392, -1.870, 0.082], [0.818, 1.782, -1.302], [0.481, -1.489, -1.187], [0.574, -0.226, 0.215], [-0.881, -0.374, 1.830], [-0.316, -0.736, -0.413], [0.016, 0.564, 0.411], [0.515, 0.240, -1.752], [1.612, 1.998, -0.092], [-0.778, -0.583, -0.486], [0.372, 0.171, -0.393], [-0.195, 2.216, 0.867]]
}